1.
Density functional theory data (ωB97M-V/def2-TZVPD) for a cluster of 10 separate species, C6H34NO10 in total at a distorted geometry.

Positions of all 51 atoms, in Å:
C 2.801 -0.937 -0.047
O 3.359 -0.449 1.137
C 1.341 -1.243 0.471
C 0.505 -2.177 -0.442
C -0.690 -2.757 0.275
C -0.582 -3.301 1.692
C -1.484 -3.819 -0.543
N 0.514 0.004 0.619
H 2.736 -0.140 -0.758
H 3.273 -1.878 -0.482
H 4.183 0.072 1.036
H 1.467 -1.860 1.422
H 1.191 -3.040 -0.590
H 0.300 -1.816 -1.464
H -1.484 -1.973 0.359
H -1.180 -4.244 1.860
H 0.496 -3.440 1.948
H -0.927 -2.605 2.550
H -1.226 -4.845 -0.334
H -2.476 -3.621 -0.209
H -1.503 -3.758 -1.663
H 1.224 0.463 1.230
H 0.296 0.342 -0.380
H -0.364 -0.018 1.125
H -2.223 -0.224 2.772
H -2.481 1.094 2.109
O -1.840 0.334 2.075
H 2.311 3.901 -1.824
H 0.827 3.970 -1.917
O 1.562 3.462 -2.245
H -2.246 0.485 -4.348
H -1.141 1.656 -4.470
O -1.537 0.964 -3.869
H 2.070 3.165 3.451
H 0.869 2.143 3.336
O 1.806 2.293 3.164
H -0.425 0.541 -2.597
H 0.883 1.260 -2.260
O 0.327 0.526 -1.964
H -0.909 3.972 -0.013
H -0.115 4.916 0.681
O -0.333 4.747 -0.252
H -1.629 2.994 -1.965
H -2.204 1.576 -1.836
O -2.465 2.500 -1.838
H -2.798 -2.956 1.853
H -3.845 -2.939 0.711
O -3.727 -2.716 1.637
H 2.694 2.540 0.665
H 1.935 3.531 0.018
O 2.864 3.303 0.116

Calculated values
charge = +1
E_HOMO = -13.93 eV
energy relative to the best compared isomer or geometry (same formula, charge and spin) = 2.827 eV
multiplicity = 1
Kohn-Sham gap = 10.919 eV


2.
Density functional theory data (ωB97M-V/def2-TZVPD) for a structure of composition C19H20CaCl2N3OS2 at a distorted geometry.

Positions of all 48 atoms, in Å:
Ca -0.728 -0.912 0.290
C 2.212 2.810 -0.215
C 1.352 1.700 0.203
N 0.879 0.784 -0.521
N 1.109 0.858 -1.970
C 0.519 -0.119 -2.598
O -0.275 -0.933 -2.080
C 0.792 -0.187 -4.045
C 0.797 -1.412 -4.719
C 1.277 -1.437 -6.000
C 1.662 -0.352 -6.723
C 1.574 0.898 -6.090
C 1.194 0.965 -4.773
C 1.004 1.435 1.659
C 1.013 2.449 2.639
C 0.756 2.110 3.985
C 0.261 0.832 4.319
C 0.323 -0.122 3.291
N 0.723 0.132 2.076
H 3.257 2.646 0.060
H 1.932 3.659 0.392
H 2.116 2.950 -1.284
H 0.395 -2.336 -4.183
H 1.125 -2.420 -6.382
H 1.634 -0.450 -7.799
H 1.804 1.765 -6.714
H 1.129 1.904 -4.258
H 1.316 3.379 2.345
H 0.793 2.844 4.823
H -0.122 0.635 5.335
H 0.084 -1.228 3.535
C -4.121 0.945 3.246
C -3.381 -0.133 2.511
S -3.129 0.163 0.755
C -2.994 -1.313 3.042
C -3.471 -1.759 4.429
S -2.044 -2.595 2.242
H -3.536 1.324 4.045
H -4.902 0.377 3.788
H -4.489 1.743 2.597
H -2.635 -1.741 5.128
H -3.776 -2.807 4.400
H -4.279 -1.056 4.733
Cl 3.294 -2.058 -1.575
C 2.158 -3.319 -1.195
Cl 1.433 -3.026 0.358
H 2.657 -4.317 -1.195
H 1.308 -3.270 -1.906

Calculated values
charge = -1
E_HOMO = -2.82 eV
energy relative to the best compared isomer or geometry (same formula, charge and spin) = 1.007 eV
multiplicity = 1
Kohn-Sham gap = 5.216 eV


3.
Density functional theory data (ωB97M-V/def2-TZVPD) for a cluster of 2 separate species, C6H9N2O2 in total at a distorted geometry.

Positions of all 19 atoms, in Å:
C -1.723 1.178 3.237
C -1.458 -0.063 -0.072
C -0.203 -0.282 1.672
C -1.368 0.361 2.023
N -0.248 -0.469 0.316
N -2.172 0.487 0.894
H 0.481 -0.958 -0.266
H -1.830 -0.178 -1.080
H 0.724 -0.393 2.213
H -1.626 0.596 4.159
H -2.690 1.644 3.139
H -0.890 1.890 3.256
C 1.667 -0.628 -3.406
C 2.264 -0.489 -1.972
O 1.790 -1.333 -1.142
O 2.943 0.509 -1.733
H 0.711 -0.099 -3.326
H 1.350 -1.622 -3.740
H 2.279 -0.150 -4.171

Calculated values
charge = -1
E_HOMO = -4.92 eV
energy relative to the best compared isomer or geometry (same formula, charge and spin) = 0.508 eV
multiplicity = 1
Kohn-Sham gap = 8.676 eV


4.
Density functional theory data (ωB97M-V/def2-TZVPD) for a structure of composition C18H45ClFO12P3Zn at a distorted geometry.

Positions of all 81 atoms, in Å:
Zn -35.472 22.767 35.937
F -34.912 24.454 36.557
Cl -36.598 21.802 34.149
C -33.018 18.816 36.690
C -33.097 18.686 38.203
O -34.255 19.344 38.748
P -34.571 20.859 38.516
O -34.862 21.227 37.124
O -35.752 21.104 39.512
C -36.750 20.109 39.842
C -37.607 19.723 38.668
O -33.332 21.624 39.083
C -32.893 22.842 38.431
C -32.147 23.704 39.413
H -32.748 19.834 36.409
H -32.226 18.184 36.285
H -33.974 18.533 36.251
H -33.129 17.652 38.534
H -32.223 19.171 38.647
H -36.285 19.231 40.284
H -37.360 20.624 40.582
H -38.364 19.040 39.076
H -38.186 20.543 38.247
H -37.051 19.222 37.878
H -32.324 22.650 37.524
H -33.765 23.433 38.140
H -31.229 23.231 39.773
H -31.895 24.647 38.930
H -32.764 23.916 40.288
C -30.070 24.642 32.877
C -30.211 23.159 33.121
O -31.188 22.864 34.130
P -32.691 22.626 33.809
O -33.505 22.475 35.015
O -33.063 23.860 32.915
C -34.390 24.231 32.470
C -34.466 24.186 30.961
O -32.614 21.345 32.901
C -33.770 20.834 32.197
C -33.999 19.408 32.636
H -31.005 25.169 32.708
H -29.606 25.102 33.753
H -29.425 24.863 32.024
H -30.397 22.529 32.249
H -29.248 22.808 33.499
H -35.106 23.536 32.913
H -34.623 25.202 32.907
H -34.191 23.168 30.671
H -35.511 24.260 30.662
H -33.763 24.871 30.498
H -34.673 21.392 32.450
H -33.567 20.936 31.132
H -34.858 18.987 32.116
H -33.098 18.804 32.537
H -34.276 19.438 33.694
C -41.782 22.973 38.696
C -40.408 23.427 39.139
O -39.448 22.939 38.186
P -38.072 23.683 37.970
O -37.162 22.882 37.154
O -37.584 23.999 39.428
C -36.239 24.540 39.591
C -36.212 25.397 40.844
O -38.417 25.094 37.392
C -39.468 25.284 36.427
C -39.415 24.338 35.222
H -41.866 21.889 38.641
H -42.559 23.383 39.341
H -41.996 23.353 37.693
H -40.378 24.519 39.158
H -40.158 23.050 40.130
H -35.579 23.679 39.688
H -35.947 25.110 38.707
H -36.892 26.242 40.752
H -36.562 24.781 41.674
H -35.179 25.693 41.011
H -40.414 25.172 36.967
H -39.424 26.338 36.159
H -38.432 23.875 35.165
H -40.173 23.570 35.367
H -39.668 24.907 34.330

Calculated values
charge = 0
E_HOMO = -8.84 eV
multiplicity = 1
Kohn-Sham gap = 9.555 eV


5.
Density functional theory data (ωB97M-V/def2-TZVPD) for a cluster of 7 separate species, C53H117N7O7 in total at a distorted geometry.

Positions of all 184 atoms, in Å:
C 8.036 -10.232 -17.379
C 9.268 -11.274 -17.416
C 10.200 -11.066 -18.625
C 10.009 -10.938 -16.071
C 9.415 -11.522 -14.756
C 9.201 -13.064 -14.974
C 8.363 -13.426 -16.267
C 8.814 -14.849 -16.589
C 6.914 -13.231 -15.900
N 8.783 -12.693 -17.503
O 7.987 -12.945 -18.636
H 7.690 -10.104 -18.405
H 7.220 -10.644 -16.785
H 8.273 -9.237 -17.003
H 9.855 -11.213 -19.649
H 10.606 -10.060 -18.733
H 11.022 -11.771 -18.505
H 11.030 -11.288 -16.224
H 10.088 -9.851 -16.032
H 10.220 -11.490 -14.022
H 8.637 -10.782 -14.568
H 8.669 -13.387 -14.079
H 10.224 -13.425 -14.880
H 8.283 -15.341 -17.404
H 8.709 -15.557 -15.767
H 9.862 -14.861 -16.888
H 6.587 -14.050 -15.261
H 6.312 -13.164 -16.807
H 6.627 -12.321 -15.372
H 8.681 -13.245 -19.228
C 16.724 -7.479 -10.217
C 17.969 -6.519 -10.238
C 17.497 -5.108 -9.810
C 19.128 -7.089 -9.246
C 20.513 -6.541 -9.482
C 20.902 -6.729 -10.942
C 19.943 -6.001 -11.877
C 19.992 -4.481 -11.873
C 20.352 -6.347 -13.322
N 18.582 -6.525 -11.643
O 17.623 -6.285 -12.670
H 16.516 -7.870 -9.220
H 15.930 -7.010 -10.798
H 16.933 -8.398 -10.765
H 16.848 -4.694 -10.582
H 16.788 -5.250 -8.995
H 18.259 -4.373 -9.549
H 19.008 -6.748 -8.218
H 19.039 -8.170 -9.135
H 20.602 -5.492 -9.197
H 21.213 -6.996 -8.782
H 20.956 -7.805 -11.104
H 21.904 -6.309 -11.036
H 20.191 -4.203 -10.838
H 19.234 -3.806 -12.269
H 20.952 -4.192 -12.300
H 21.378 -6.056 -13.547
H 19.676 -5.908 -14.057
H 20.421 -7.399 -13.598
H 17.642 -5.329 -12.754
C 9.542 9.002 -15.876
C 8.145 8.576 -15.310
C 7.037 8.437 -16.404
C 8.341 7.044 -14.939
C 7.266 6.342 -14.041
C 7.123 7.178 -12.797
C 6.890 8.760 -13.050
C 5.316 8.899 -13.280
C 7.261 9.542 -11.790
N 7.725 9.313 -14.058
O 7.375 10.611 -14.263
H 9.564 10.024 -16.255
H 10.213 8.873 -15.026
H 9.768 8.297 -16.677
H 6.599 9.379 -16.734
H 7.550 8.072 -17.293
H 6.189 7.809 -16.130
H 8.512 6.532 -15.885
H 9.314 7.051 -14.448
H 6.290 6.230 -14.513
H 7.439 5.285 -13.839
H 7.761 6.999 -11.932
H 6.191 6.651 -12.593
H 5.041 9.774 -13.869
H 4.735 8.932 -12.358
H 4.892 8.189 -13.990
H 7.259 10.632 -11.828
H 8.194 9.186 -11.354
H 6.540 9.372 -10.990
H 8.185 10.979 -13.902
C 7.653 -0.755 -24.061
C 6.196 -0.382 -23.705
C 5.932 1.015 -24.390
C 5.302 -1.493 -24.381
C 3.875 -1.546 -24.049
C 3.826 -1.746 -22.525
C 4.521 -0.605 -21.710
C 3.604 0.612 -21.576
C 4.655 -1.281 -20.300
N 5.934 -0.394 -22.254
O 6.686 0.436 -21.539
H 7.965 -1.624 -23.481
H 7.818 -0.877 -25.131
H 8.307 -0.082 -23.507
H 6.427 1.838 -23.876
H 5.994 1.080 -25.476
H 4.863 1.168 -24.239
H 5.444 -1.494 -25.462
H 5.855 -2.339 -23.975
H 3.381 -0.606 -24.296
H 3.407 -2.428 -24.485
H 4.110 -2.776 -22.310
H 2.779 -1.905 -22.268
H 4.032 1.324 -20.871
H 2.584 0.369 -21.279
H 3.714 1.262 -22.445
H 4.851 -0.617 -19.458
H 5.439 -2.031 -20.401
H 3.769 -1.890 -20.120
H 6.972 -0.229 -20.909
C 16.503 9.900 -11.626
C 17.196 8.574 -12.067
C 18.383 8.269 -11.130
C 16.072 7.524 -11.957
C 16.414 6.151 -12.514
C 16.852 6.232 -13.969
C 17.811 7.479 -14.405
C 19.214 6.818 -14.075
C 17.575 7.776 -15.840
N 17.559 8.701 -13.505
O 18.376 9.733 -13.758
H 15.917 9.728 -10.723
H 17.337 10.595 -11.529
H 15.841 10.259 -12.413
H 18.218 8.713 -10.148
H 18.487 7.192 -10.998
H 19.327 8.684 -11.481
H 15.963 7.502 -10.872
H 15.229 8.023 -12.435
H 17.193 5.664 -11.927
H 15.481 5.596 -12.421
H 15.972 6.430 -14.582
H 17.381 5.306 -14.194
H 20.024 7.347 -14.578
H 19.351 5.782 -14.385
H 19.514 6.948 -13.036
H 16.552 8.110 -16.013
H 17.711 6.944 -16.531
H 18.189 8.601 -16.199
H 19.184 9.280 -13.506
C 1.848 5.140 -6.184
O 3.232 5.209 -5.695
C 3.814 4.097 -4.833
C 3.681 2.560 -5.171
C 3.411 2.263 -6.643
N 2.544 2.039 -4.453
H 1.065 4.620 -5.634
H 2.010 4.673 -7.156
H 1.505 6.137 -6.460
H 4.892 4.187 -4.699
H 3.341 4.344 -3.883
H 4.644 2.128 -4.898
H 3.729 1.240 -6.846
H 3.902 3.011 -7.266
H 2.375 2.439 -6.936
H 2.376 1.097 -4.777
H 2.754 2.030 -3.465
C 10.523 -1.184 -12.994
O 10.881 -0.996 -14.356
C 11.045 -2.188 -15.143
C 11.953 -1.819 -16.314
C 12.290 -2.732 -17.382
N 13.270 -1.604 -15.683
H 10.623 -0.251 -12.439
H 11.059 -1.917 -12.393
H 9.434 -1.240 -13.015
H 11.353 -3.027 -14.519
H 10.154 -2.643 -15.576
H 11.384 -1.006 -16.763
H 13.011 -2.289 -18.069
H 11.456 -3.078 -17.992
H 12.784 -3.639 -17.033
H 13.823 -1.088 -16.353
H 13.151 -1.132 -14.798

Calculated values
charge = 0
E_HOMO = -8.07 eV
energy relative to the best compared isomer or geometry (same formula, charge and spin) = 9.454 eV
multiplicity = 1
Kohn-Sham gap = 8.571 eV


6.
Density functional theory data (ωB97M-V/def2-TZVPD) for a structure of composition BrHNO2S at a distorted geometry.

Positions of all 6 atoms, in Å:
N 0.681 -0.774 0.790
O -0.153 1.320 1.548
O -1.179 0.718 -0.769
S 0.288 0.693 0.306
Br 1.218 -1.989 -0.537
H -0.855 0.031 -1.339

Calculated values
charge = -1
E_HOMO = -3.78 eV
energy relative to the best compared isomer or geometry (same formula, charge and spin) = 0.753 eV
multiplicity = 1
Kohn-Sham gap = 7.263 eV